--- a ---
DFT (wB97M-V/def2-TZVPD) results for a structure of composition C27H23BrCrN6O4SSe.

Positions of all 64 atoms, in Å:
Cr  -0.52356  -0.92317  0.08817
O  -1.27165  -1.82527  1.54412
C  -1.45870  -1.51016  2.80402
C  -1.73371  -2.53520  3.72486
C  -1.96898  -2.25430  5.05455
C  -1.94381  -0.94108  5.52426
C  -1.67316  0.07556  4.63119
C  -1.42280  -0.18107  3.27980
C  -1.14502  0.93728  2.39974
N  -0.84994  0.80109  1.16658
N  -0.63793  1.97485  0.46009
C  -0.40588  1.66901  -0.78238
O  -0.43269  0.45328  -1.23681
C  -0.07972  2.75539  -1.73747
C  -0.02970  4.08390  -1.31670
C  0.29196  5.08218  -2.21958
C  0.57572  4.76066  -3.54326
C  0.53892  3.43848  -3.95823
C  0.20738  2.43494  -3.05846
H  -1.74830  -3.55110  3.35170
H  -2.17395  -3.06781  5.74048
H  -2.12951  -0.72328  6.56748
H  -1.64593  1.10539  4.97216
H  -1.18482  1.94673  2.80575
H  -0.24073  4.31189  -0.28101
H  0.33257  6.11340  -1.89112
H  0.83637  5.54295  -4.24594
H  0.78273  3.17682  -4.97988
H  0.20217  1.39837  -3.36688
Br  -3.99301  0.64592  0.40816
C  -3.74633  -0.94642  -0.57210
C  -4.88273  -1.53516  -1.10987
C  -4.73128  -2.68145  -1.86528
C  -3.45887  -3.18806  -2.06038
C  -2.39099  -2.53224  -1.48010
N  -2.52516  -1.42661  -0.72795
C  -0.97895  -3.06105  -1.69783
O  -0.82931  -4.04523  -2.40005
O  -0.05787  -2.39654  -1.10181
H  -5.84868  -1.08588  -0.93605
H  -5.59663  -3.16418  -2.30106
H  -3.25251  -4.07066  -2.64735
C  2.93270  -2.96596  -2.08729
N  2.47139  -2.27282  -3.27554
C  2.46702  -0.94791  -3.46568
N  2.94998  -0.18013  -2.45173
S  1.97873  -0.28384  -4.93646
H  3.23429  -3.97244  -2.37537
H  2.15666  -3.03190  -1.32806
H  3.80061  -2.44954  -1.67932
H  1.95713  -2.79347  -3.96536
H  2.78413  -0.46571  -1.48648
H  2.83398  0.80750  -2.61394
Se  1.76194  -1.06830  0.89808
C  2.50991  0.39351  1.87651
C  2.06203  0.86677  3.10515
C  2.73930  1.90460  3.72733
N  3.82486  2.49897  3.23734
C  4.26559  2.02920  2.06916
C  3.65963  1.00245  1.36721
H  1.21818  0.41204  3.60339
H  2.38469  2.27334  4.68550
H  5.15575  2.50402  1.66790
H  4.07651  0.67743  0.42215

Computed properties:
**HOMO (spin up / spin down)**: -5.17 / -5.07 eV
**Net charge**: -1
**LUMO (spin up / spin down)**: 2.28 / 2.22 eV
**Multiplicity**: 2
**Gap between HOMO and LUMO (spin up / spin down)**: 7.455 / 7.295 eV

--- b ---
DFT (wB97M-V/def2-TZVPD) results for a structure of composition C27H23BrCrN6O4SSe.

Positions of all 64 atoms, in Å:
Cr  -0.91115  0.10087  0.73914
O  -1.72857  0.24415  2.40125
C  -1.34761  0.00739  3.63921
C  -2.15574  0.46525  4.69055
C  -1.80114  0.25977  6.00925
C  -0.62492  -0.41878  6.32546
C  0.17136  -0.88541  5.29853
C  -0.15851  -0.68520  3.95462
C  0.70676  -1.24158  2.92957
N  0.48932  -1.11118  1.67922
N  1.38572  -1.71850  0.82445
C  1.04757  -1.43640  -0.40753
O  -0.00984  -0.74445  -0.68845
C  1.87277  -1.91684  -1.53056
C  2.99157  -2.71692  -1.30196
C  3.77736  -3.12026  -2.36725
C  3.45084  -2.72688  -3.66095
C  2.33747  -1.93259  -3.88684
C  1.54760  -1.52029  -2.82348
H  -3.07268  0.97919  4.42791
H  -2.44727  0.62340  6.79918
H  -0.34323  -0.58321  7.35694
H  1.08401  -1.42693  5.52409
H  1.57945  -1.81392  3.23732
H  3.23726  -2.99915  -0.28718
H  4.65658  -3.72761  -2.19049
H  4.08464  -3.01588  -4.49036
H  2.10651  -1.58670  -4.88536
H  0.71687  -0.84072  -2.98118
Br  -1.87358  -3.36454  1.78996
C  -2.73137  -2.54639  0.32114
C  -3.60938  -3.31325  -0.42758
C  -4.26534  -2.70864  -1.48506
C  -4.05376  -1.36356  -1.72127
C  -3.16398  -0.68362  -0.91498
N  -2.47731  -1.26990  0.07806
C  -2.97910  0.81014  -1.05611
O  -3.70193  1.43952  -1.79549
O  -2.07388  1.29141  -0.26938
H  -3.76396  -4.35171  -0.17750
H  -4.94241  -3.28353  -2.10346
H  -4.55458  -0.81290  -2.50423
C  -2.09922  4.55065  1.07659
N  -1.03103  3.63706  0.73434
C  -0.28165  3.00559  1.60979
N  -0.34303  3.35613  2.91555
S  0.81060  1.77293  1.13429
H  -2.45906  5.01564  0.16352
H  -1.73680  5.33804  1.73903
H  -2.93532  4.02619  1.54961
H  -1.04201  3.21559  -0.19105
H  -1.16818  3.81713  3.26480
H  0.08816  2.69653  3.54287
Se  0.17650  2.14011  -3.25928
C  1.97459  1.70401  -3.58942
C  2.90074  1.49619  -2.55201
C  4.19723  1.11004  -2.83828
N  4.68037  0.91843  -4.07075
C  3.80816  1.13279  -5.05973
C  2.49018  1.51382  -4.88226
H  2.58399  1.62169  -1.52325
H  4.89582  0.93497  -2.02338
H  4.18948  0.98383  -6.06809
H  1.84803  1.65902  -5.74211

Computed properties:
**HOMO (spin up / spin down)**: -3.13 / -3.13 eV
**Net charge**: -1
**LUMO (spin up / spin down)**: 2.12 / 2.12 eV
**Multiplicity**: 2
**Gap between HOMO and LUMO (spin up / spin down)**: 5.249 / 5.253 eV

Relative energies in kcal/mol: a 0.0; b 24.6

--- a ---
DFT (wB97M-V/def2-TZVPD) results for a structure of composition C4H5N3O2.

Positions of all 14 atoms, in Å:
C  -0.43385  -1.89085  -0.02095
C  -2.41013  0.20815  0.00966
C  0.92407  0.86271  -0.00125
C  1.50162  -0.43995  -0.01007
N  0.69844  -1.47677  -0.00167
N  -2.02819  -0.96130  0.04881
N  1.79231  1.92456  0.06948
O  -2.90972  1.23885  -0.03359
O  -0.30331  1.08167  -0.02801
H  -0.86082  -2.85427  0.07021
H  2.55868  -0.62783  -0.03519
H  -2.71264  -1.69868  0.12122
H  2.77234  1.79031  -0.10982
H  1.41121  2.84339  -0.07883

Computed properties:
**HOMO**: -7.21 eV
**LUMO**: 0.36 eV
**Gap between HOMO and LUMO**: 7.574 eV

--- b ---
DFT (wB97M-V/def2-TZVPD) results for the molecule C4H5N3O2.

Positions of all 14 atoms, in Å:
H  2.70329  1.05465  -0.17277
N  2.78340  0.49439  0.92505
C  1.60582  0.68381  1.52866
N  0.42304  0.99471  1.03868
O  0.34885  1.07664  -0.36592
C  -0.36320  0.07581  -0.84527
C  -1.16913  -0.90556  -0.19143
C  -1.76084  -1.56781  -1.21225
O  -1.50567  -0.81192  -2.30337
N  -0.59247  0.14031  -2.15409
H  1.50963  0.32430  2.75015
H  -0.01756  1.75547  1.43136
H  -1.36137  -1.07837  0.85527
H  -2.60378  -2.23643  -1.28407

Computed properties:
**HOMO**: -9.83 eV
**LUMO**: 0.71 eV
**Gap between HOMO and LUMO**: 10.539 eV
**SMILES**: [H]/N=C\NOc1ccon1

--- c ---
DFT (wB97M-V/def2-TZVPD) results for a structure of composition C4H5N3O2.

Positions of all 14 atoms, in Å:
C  -1.86176  -1.22961  -1.75242
C  -0.67222  1.33992  -0.47241
C  0.88694  -0.76468  0.27093
C  0.50287  0.38723  -0.31339
N  -2.47767  -1.50614  -0.85629
N  1.38340  0.19672  -1.37695
N  -1.21848  1.52119  0.71062
O  -1.01363  1.79401  -1.54011
O  1.79947  -1.01282  -0.76254
H  0.70309  -1.47746  0.98507
H  -1.03671  -0.73626  -2.34865
H  2.07110  0.84943  -1.64855
H  -0.80835  1.07395  1.56955
H  -2.09744  2.01694  0.92383

Computed properties:
**HOMO**: -9.38 eV
**LUMO**: 0.77 eV
**Gap between HOMO and LUMO**: 10.155 eV

Relative energies in kcal/mol: a 0.0; b 71.2; c 35.7

--- a ---
DFT (wB97M-V/def2-TZVPD) results for the ion C8H11N2 with charge +1.

Positions of all 21 atoms, in Å:
C  0.62576  1.95246  -0.53388
C  1.70017  1.22540  -0.53258
C  1.98644  -0.10039  0.14532
N  0.74340  -0.92003  0.57861
C  0.03625  -1.49696  -0.65784
N  -1.15028  -1.80095  -0.84340
C  -2.18654  -1.41737  0.04127
C  -2.20485  -0.15696  0.55309
C  -1.41055  0.83820  -0.12467
C  -0.49347  1.65041  0.34892
H  0.67300  2.75091  -1.11633
H  2.58568  1.54948  -1.05961
H  2.46216  -0.71582  -0.60844
H  2.57789  0.08359  1.13711
H  1.00639  -1.73027  1.10104
H  0.11304  -0.38399  1.16253
H  0.81754  -1.81622  -1.36693
H  -2.97904  -2.15779  0.45695
H  -2.97978  0.08514  1.28792
H  -1.55954  0.80444  -1.32431
H  -0.36366  1.75673  1.35523

Computed properties:
**HOMO**: -13.03 eV
**Net charge**: +1
**LUMO**: -3.90 eV
**Gap between HOMO and LUMO**: 9.129 eV
**SMILES**: C1=C/C[NH2+]\C=N/C=C\C=C\1

--- b ---
DFT (wB97M-V/def2-TZVPD) results for the ion C8H11N2 with charge +1.

Positions of all 21 atoms, in Å:
C  1.66717  0.68779  -0.94249
C  0.39879  -0.07713  -0.60067
N  -0.77196  0.79664  -0.84811
C  -1.42977  1.05120  -2.03148
C  -1.13571  1.10970  0.32259
C  0.12423  -0.02898  0.89740
C  -0.76143  -1.19924  1.32389
C  -0.07831  -2.08100  1.97897
C  1.23375  -1.41499  2.28558
N  1.47477  -0.25005  1.75326
H  2.54898  0.45129  -0.35458
H  1.54346  1.69164  -0.57028
H  1.93038  0.84821  -2.02700
H  0.07574  -0.98847  -1.03797
H  -2.29786  1.75699  -1.90686
H  -1.57360  0.09815  -2.47857
H  -0.76367  1.84617  -2.63217
H  -1.95649  1.76099  0.59389
H  -1.82758  -1.21209  1.11227
H  -0.43683  -3.02961  2.29112
H  2.03594  -1.81721  2.87123

Computed properties:
**HOMO**: -13.94 eV
**Net charge**: +1
**LUMO**: -4.30 eV
**Gap between HOMO and LUMO**: 9.636 eV
**SMILES**: C[C@@H]1[N+](C)=C[C@@]12C=CC=N2

Relative energies in kcal/mol: a 0.0; b 12.2

--- a ---
DFT (wB97M-V/def2-TZVPD) results for the molecule C9H9N3.

Positions of all 21 atoms, in Å:
C  1.26997  -1.20718  0.74776
C  0.76762  -0.16460  -0.19088
C  2.05356  0.76439  -0.61293
C  0.12476  -0.85997  -1.47131
C  -0.26356  0.74774  0.41427
C  -0.40955  1.94289  0.73889
N  -1.23405  2.81904  1.25752
N  -2.51717  2.55841  1.25301
C  -2.91918  1.41453  0.85573
C  -2.47628  0.23827  0.60379
C  -2.63254  -1.13244  0.51163
N  -2.61042  -2.29424  0.44551
H  1.68045  -0.82765  1.59055
H  0.31198  -1.81719  0.96708
H  1.96082  -1.88272  0.14714
H  1.94872  1.58876  -1.24668
H  2.94398  0.05983  -0.87051
H  2.26476  1.27996  0.26689
H  -0.40545  -0.13403  -2.09827
H  -0.70754  -1.58803  -1.24293
H  0.84910  -1.50576  -2.06628

Computed properties:
**HOMO**: -9.46 eV
**LUMO**: -1.99 eV
**Gap between HOMO and LUMO**: 7.466 eV
**SMILES**: CC(C)(C)C#C/N=N\C#CC#N

--- b ---
DFT (wB97M-V/def2-TZVPD) results for a structure of composition C9H9N3.

Positions of all 21 atoms, in Å:
C  -1.68302  0.27698  -1.23829
C  -1.83895  -0.25014  -2.49753
C  0.07778  -1.48869  -2.27270
C  -0.61023  -0.14990  -0.40947
C  0.30431  -1.02915  -0.99080
C  1.57266  -1.21050  -0.39648
C  -0.59548  0.16793  0.94468
C  -1.38128  0.37491  1.98855
C  1.77617  1.44168  2.05661
N  -0.90788  -1.05915  -3.00811
N  2.00703  -0.35543  0.48928
N  1.25700  0.31675  1.30918
H  -2.52848  0.80422  -0.87368
H  -2.47428  0.23226  -3.15843
H  0.61628  -2.30634  -2.93604
H  2.29403  -1.85422  -0.75034
H  -1.04901  0.73256  2.88843
H  -2.40101  0.05642  2.10018
H  2.89759  1.47289  1.94823
H  1.15921  2.41623  1.63654
H  1.50758  1.41069  3.17019

Computed properties:
**HOMO (spin up / spin down)**: -7.68 / -7.68 eV
**LUMO (spin up / spin down)**: 0.05 / 0.05 eV
**Gap between HOMO and LUMO (spin up / spin down)**: 7.731 / 7.731 eV

Relative energies in kcal/mol: a 84.9; b 0.0

--- a ---
DFT (wB97M-V/def2-TZVPD) results for a cluster of 2 separate species, C2H5S in total.

Positions of all 8 atoms, in Å:
S  2.96218  -0.17658  0.20321
H  2.08718  -0.89296  -0.61286
C  -0.51137  0.79732  0.23502
C  -1.33682  -0.25818  0.11097
H  -0.59177  1.54098  -0.54919
H  0.45882  0.62242  0.71012
H  -1.23780  -1.09388  0.81788
H  -1.83041  -0.53911  -0.91515

Computed properties:
**HOMO**: -2.55 eV
**Net charge**: -1
**LUMO**: 4.27 eV
**Gap between HOMO and LUMO**: 6.817 eV

--- b ---
DFT (wB97M-V/def2-TZVPD) results for a cluster of 2 separate species, C2H5S in total.

Positions of all 8 atoms, in Å:
S  -1.61709  2.20111  -1.07895
H  -0.37048  2.80045  -1.31085
C  0.14836  -0.35039  0.91278
C  0.38232  -1.36142  -0.00328
H  0.77056  -0.21463  1.80825
H  -0.49889  0.55113  0.63377
H  0.10527  -1.46421  -1.05789
H  1.07994  -2.16204  0.09617

Computed properties:
**HOMO**: -2.50 eV
**Net charge**: -1
**LUMO**: 4.22 eV
**Gap between HOMO and LUMO**: 6.720 eV

Relative energies in kcal/mol: a 4.7; b 0.0